The following is a DFT calculation (the ωB97M-V functional and the def2-TZVPD basis) of a cluster of 3 separate species, C4H10O in total.

Values from the calculation:
gap between HOMO and LUMO: 11.1 eV
maximum force: 0.6 eV/Å
2S+1: 1
total charge: 0
energy above the lowest of the compared OMol25 structures with the same formula, charge and spin: 2.334 eV
lowest unoccupied orbital energy: 1.13 eV
HOMO energy: -10.0 eV

Each line ends with the Mulliken charge.
Atoms and positions in Å:
1 H 1.663755 2.638737 1.367114  0.182
2 C -1.190504 0.750854 0.270342  0.197
3 O -0.719886 0.740858 1.384579  -0.442
4 H 1.193697 -2.488924 -0.668661  0.238
5 H -0.969219 1.588898 -0.424606  0.348
6 C 1.862397 -0.482268 -0.682598  -0.365
7 H -1.638334 -0.749757 -1.178068  0.283
8 H 0.695132 -1.446887 0.783691  0.288
9 C -2.090677 -0.319693 -0.276839  -1.039
10 H 0.987743 2.345341 1.482856  -0.195
11 H 1.892876 0.474497 -0.165114  0.185
12 H -2.245771 -1.099948 0.471535  0.296
13 C 1.218424 -1.524096 -0.166811  -0.584
14 H -3.053000 0.118048 -0.567574  0.366
15 H 2.393373 -0.545655 -1.629847  0.242

Cartesian forces (eV/Å) of the 2 atoms listed first:
0.0 0.0 0.0
0.1 -0.1 0.3

The following is a DFT calculation (the ωB97M-V functional and the def2-TZVPD basis) of a cluster of 2 separate species, C4H10O in total.

Values from the calculation:
gap between HOMO and LUMO (spin up / spin down): 9.2 / 5.0 eV
maximum force: 6.2 eV/Å
2S+1: 2
total charge: +1
energy above the lowest of the compared OMol25 structures with the same formula, charge and spin: 1.692 eV
lowest unoccupied orbital energy (spin up / spin down): -5.06 / -9.28 eV
HOMO energy (spin up / spin down): -14.2 / -14.2 eV

Each line ends with the Mulliken charge.
Atoms and positions in Å:
1 C 0.455925 -0.314286 2.372851  -0.511
2 H -1.231251 0.645545 -1.061518  0.347
3 H -0.804179 2.214721 -1.951069  0.308
4 H 0.784141 -1.402911 2.659418  0.222
5 C 0.492878 0.504944 -1.989918  0.335
6 H 0.993910 0.370581 3.061209  0.290
7 H 1.451998 -1.221752 -2.336321  0.435
8 H 0.742296 -0.002480 1.329653  0.042
9 O 0.710510 -0.814969 -1.786303  -0.309
10 H -1.688845 -1.210281 2.053528  0.291
11 C -1.081966 -0.385489 2.486021  -0.924
12 H -1.420498 -0.434443 3.562062  0.307
13 H -1.449265 0.492264 2.075430  0.291
14 H 1.369063 1.075064 -2.387707  0.336
15 C -0.605413 1.193737 -1.654665  -0.461

Cartesian forces (eV/Å) of the 2 atoms listed first:
0.2 -2.6 0.0
-2.3 -0.9 1.6

The following is a DFT calculation (the ωB97M-V functional and the def2-TZVPD basis) of a structure of composition C4H10O2.

Values from the calculation:
gap between HOMO and LUMO: 10.1 eV
maximum force: 7.3 eV/Å
2S+1: 1
total charge: 0
energy above the lowest of the compared OMol25 structures with the same formula, charge and spin: 7.791 eV
lowest unoccupied orbital energy: 0.41 eV
HOMO energy: -9.7 eV

Each line ends with the Mulliken charge.
Atoms and positions in Å:
1 H -0.161985 1.171229 -0.606979  0.378
2 C -0.345011 -0.165002 1.236992  -0.442
3 C 0.635034 -1.260154 1.052911  -0.643
4 O 1.343357 1.659122 0.919451  -0.508
5 H -1.406521 0.024105 1.078369  0.370
6 H -3.037084 1.425365 -4.065909  0.129
7 C 0.117680 1.286140 0.470326  -0.877
8 O 1.580189 -2.558959 -0.717752  -0.535
9 C 0.944184 -1.609948 -0.329880  0.185
10 H 0.936760 -2.086650 1.670201  0.433
11 H 1.574564 -0.782116 0.600271  0.151
12 H 1.249825 0.804238 0.141913  0.411
13 H -2.734021 1.001122 -3.525753  -0.128
14 H -0.238008 0.323441 2.233366  0.274
15 H 0.201649 -1.169854 -1.032261  0.328
16 H -0.660611 1.937923 0.874734  0.476

Cartesian forces (eV/Å) of the 2 atoms listed first:
0.9 0.4 0.0
0.5 4.8 1.2

Which value of energy above the lowest of the compared OMol25 structures with the same formula, charge and spin does entry 1 give? 2.334 eV

Please write out number 3 again, unchanged.
The following is a DFT calculation (the ωB97M-V functional and the def2-TZVPD basis) of a structure of composition C4H10O2.

Values from the calculation:
gap between HOMO and LUMO: 10.1 eV
maximum force: 7.3 eV/Å
2S+1: 1
total charge: 0
energy above the lowest of the compared OMol25 structures with the same formula, charge and spin: 7.791 eV
lowest unoccupied orbital energy: 0.41 eV
HOMO energy: -9.7 eV

Each line ends with the Mulliken charge.
Atoms and positions in Å:
1 H -0.161985 1.171229 -0.606979  0.378
2 C -0.345011 -0.165002 1.236992  -0.442
3 C 0.635034 -1.260154 1.052911  -0.643
4 O 1.343357 1.659122 0.919451  -0.508
5 H -1.406521 0.024105 1.078369  0.370
6 H -3.037084 1.425365 -4.065909  0.129
7 C 0.117680 1.286140 0.470326  -0.877
8 O 1.580189 -2.558959 -0.717752  -0.535
9 C 0.944184 -1.609948 -0.329880  0.185
10 H 0.936760 -2.086650 1.670201  0.433
11 H 1.574564 -0.782116 0.600271  0.151
12 H 1.249825 0.804238 0.141913  0.411
13 H -2.734021 1.001122 -3.525753  -0.128
14 H -0.238008 0.323441 2.233366  0.274
15 H 0.201649 -1.169854 -1.032261  0.328
16 H -0.660611 1.937923 0.874734  0.476

Cartesian forces (eV/Å) of the 2 atoms listed first:
0.9 0.4 0.0
0.5 4.8 1.2